No. 1
The following is a DFT calculation (the ωB97M-V functional and the def2-TZVPD basis) of C33H28As2NO4W as an isolated structure.

Calculated values
Kohn-Sham gap (alpha / beta) = 6.274 / 6.267 eV
Largest force on an atom = 0.70 eV/Å
Relative energy (zero: lowest compared OMol25 entry of this formula, charge and spin) = 57.7 kcal/mol
LUMO energy (alpha / beta) = -10.760 / -10.753 eV
Charge = +3

Last column: Löwdin charge in e.
Atoms and positions in Å:
1 W -0.0627 0.4818 0.6022  1.425
2 O 0.2745 1.0100 2.5140  -0.150
3 C 0.4409 0.2435 3.5149  -0.053
4 C 0.7221 -1.1321 3.4533  -0.102
5 C 0.9173 -1.8241 4.6719  0.105
6 C 1.3141 -3.1269 4.6315  -0.089
7 C 1.5533 -3.7900 3.4282  0.094
8 C 1.3733 -3.1314 2.2228  0.051
9 C 0.9465 -1.8141 2.2241  -0.257
10 O 0.8142 -1.1692 1.0504  -0.246
11 N 1.5163 -3.8544 5.9092  -0.344
12 O 1.9152 -4.9884 5.8163  0.139
13 O 1.2404 -3.2500 6.9160  0.133
14 H 0.3720 0.7245 4.4920  0.172
15 H 0.7617 -1.3406 5.6292  0.152
16 H 1.8863 -4.8201 3.4612  0.148
17 H 1.5686 -3.6295 1.2832  0.139
18 C -0.7620 -1.5004 -1.7823  -0.329
19 C 0.0871 -0.4692 -2.5628  -0.318
20 As 0.9845 1.0430 -1.6444  1.294
21 C 1.1241 2.4875 -2.8885  -0.368
22 C 2.1731 3.3765 -2.6584  -0.087
23 C 2.3825 4.4195 -3.5475  -0.030
24 C 1.5606 4.5576 -4.6589  -0.017
25 C 0.5273 3.6556 -4.8883  -0.035
26 C 0.2991 2.6157 -4.0023  -0.112
27 C 2.6737 0.6220 -0.8551  -0.417
28 C 3.5769 -0.3253 -1.3131  -0.062
29 C 4.6780 -0.6346 -0.5245  -0.019
30 C 4.8598 -0.0166 0.7099  -0.021
31 C 3.9509 0.9267 1.1675  -0.040
32 C 2.8487 1.2501 0.3843  -0.186
33 As -1.9936 -0.8776 -0.3411  1.349
34 C -3.5721 -1.8826 -0.0404  -0.385
35 C -4.7605 -1.1716 0.1145  -0.089
36 C -5.9285 -1.8937 0.2995  -0.029
37 C -5.8908 -3.2835 0.3286  -0.010
38 C -4.6908 -3.9712 0.1756  -0.032
39 C -3.5089 -3.2733 -0.0053  -0.093
40 C -2.0523 1.0166 -0.5007  -0.521
41 C -2.1612 1.8349 -1.6716  -0.088
42 C -1.7983 3.1445 -1.6010  -0.059
43 C -1.2501 3.6334 -0.3931  0.006
44 C -1.3405 2.9217 0.7947  -0.088
45 C -1.9518 1.6348 0.8068  -0.310
46 H -0.1209 -2.2263 -1.2809  0.068
47 H -1.3772 -2.0509 -2.4947  0.096
48 H -0.5270 0.0435 -3.3021  0.059
49 H 0.8484 -1.0222 -3.1160  0.097
50 H 2.8350 3.2521 -1.8110  0.105
51 H 3.1960 5.1122 -3.3810  0.128
52 H 1.7328 5.3645 -5.3584  0.130
53 H -0.0964 3.7574 -5.7663  0.127
54 H -0.5018 1.9183 -4.2069  0.097
55 H 3.4451 -0.8104 -2.2723  0.119
56 H 5.4049 -1.3540 -0.8775  0.130
57 H 5.7277 -0.2610 1.3078  0.129
58 H 4.1149 1.4320 2.1106  0.127
59 H 2.1844 2.0585 0.7018  0.095
60 H -4.7840 -0.0905 0.0755  0.109
61 H -6.8687 -1.3717 0.4136  0.129
62 H -6.8085 -3.8385 0.4696  0.132
63 H -4.6773 -5.0524 0.1963  0.129
64 H -2.5737 -3.8066 -0.1222  0.112
65 H -2.5141 1.4014 -2.6003  0.133
66 H -1.8668 3.7951 -2.4604  0.133
67 H -0.8364 4.6349 -0.3692  0.141
68 H -1.1028 3.4168 1.7282  0.133
69 H -2.4530 1.2682 1.6936  0.124


No. 2
The following is a DFT calculation (the ωB97M-V functional and the def2-TZVPD basis) of C33H28Cl2N2O3Ru as an isolated structure.

Calculated values
Kohn-Sham gap (alpha / beta) = 6.216 / 6.443 eV
2S+1 = 2
Largest force on an atom = 3.70 eV/Å
Relative energy (zero: lowest compared OMol25 entry of this formula, charge and spin) = 26.1 kcal/mol
LUMO energy (alpha / beta) = -4.403 / -4.256 eV
<S²> = 0.7628
Charge = +1

Last column: Mulliken spin population.
Atoms and positions in Å:
1 Ru -0.2188 0.1897 -0.3014  0.791
2 Cl 6.6575 -2.1053 0.0473  0.003
3 C 5.1535 -1.2675 0.0964  0.020
4 C 5.1277 0.1342 0.1266  -0.006
5 C 3.9275 0.7991 0.1541  0.012
6 C 2.6983 0.1111 0.1565  0.026
7 O 1.5975 0.7834 0.1603  0.068
8 C 2.7321 -1.3257 0.1575  -0.013
9 C 1.5729 -2.1281 0.1612  -0.002
10 N 0.3293 -1.7276 0.2275  -0.008
11 C -0.7435 -2.6222 0.2453  -0.018
12 C -0.6952 -3.9493 0.6349  -0.005
13 C -1.8409 -4.7484 0.5693  0.001
14 C -3.0425 -4.2485 0.1367  -0.002
15 C -3.1448 -2.8953 -0.2373  0.004
16 C -4.3387 -2.2815 -0.6682  -0.001
17 C -4.3226 -0.9643 -1.0466  -0.001
18 C -3.1321 -0.2389 -0.9734  0.005
19 N -2.0059 -0.7733 -0.5309  0.002
20 C -1.9857 -2.0876 -0.1777  0.037
21 C 3.9820 -1.9761 0.1102  -0.014
22 H 6.0565 0.6881 0.1224  0.000
23 H 3.8929 1.8805 0.1650  0.000
24 H 1.7374 -3.1978 0.0603  -0.001
25 H 0.2283 -4.3705 1.0078  0.000
26 H -1.7750 -5.7854 0.8701  0.000
27 H -3.9154 -4.8844 0.0700  0.000
28 H -5.2551 -2.8573 -0.6927  0.000
29 H -5.2231 -0.4777 -1.3933  0.001
30 H -3.0833 0.7907 -1.2986  0.002
31 H 4.0166 -3.0586 0.0893  -0.001
32 C 1.4453 3.8500 -1.3900  0.003
33 C 0.1316 4.1844 -0.6619  0.003
34 C -1.0131 4.2813 -1.6663  -0.001
35 C -0.0955 3.1744 0.4435  0.046
36 C 0.7693 3.1598 1.5423  0.001
37 C 0.6002 2.2848 2.5983  0.012
38 C -0.4497 1.3688 2.6178  -0.018
39 C -0.6767 0.4908 3.8108  0.005
40 C -1.3280 1.3585 1.5268  0.058
41 C -1.1539 2.2625 0.4465  -0.062
42 H 1.5865 4.5252 -2.2340  0.000
43 H 1.4132 2.8253 -1.7651  -0.004
44 H 2.3040 3.9476 -0.7249  0.000
45 H 0.2496 5.1604 -0.1801  0.003
46 H -1.1001 3.3584 -2.2389  0.001
47 H -0.8209 5.0948 -2.3647  0.000
48 H -1.9665 4.4898 -1.1757  0.000
49 H 1.5776 3.8803 1.5818  0.000
50 H 1.2762 2.3280 3.4439  -0.002
51 H -0.9827 1.0986 4.6642  0.000
52 H 0.2434 -0.0222 4.0924  -0.001
53 H -1.4521 -0.2500 3.6228  0.000
54 H -2.2578 0.8083 1.6161  -0.008
55 H -1.9521 2.3870 -0.2725  -0.008
56 Cl 1.3643 0.5378 -8.8104  0.000
57 C 1.0241 0.4498 -7.1217  0.001
58 C 2.0329 0.7125 -6.2054  -0.001
59 C 1.7540 0.6413 -4.8520  0.001
60 C 0.4688 0.3360 -4.4187  0.002
61 C -0.5333 0.0703 -5.3429  0.003
62 C -0.2545 0.1151 -6.6980  -0.001
63 C 0.1930 0.2722 -2.9533  0.013
64 O 0.8886 -0.4914 -2.2296  -0.021
65 O -0.7171 0.9806 -2.4479  0.078
66 H 3.0284 0.9580 -6.5480  0.000
67 H 2.5323 0.8259 -4.1223  0.000
68 H -1.5292 -0.1781 -4.9988  0.000
69 H -1.0226 -0.1106 -7.4244  0.000


No. 3
The following is a DFT calculation (the ωB97M-V functional and the def2-TZVPD basis) of C33H28Cl3MnNO7S2 as an isolated structure.

Calculated values
Kohn-Sham gap (alpha / beta) = 6.728 / 7.336 eV
2S+1 = 5
Largest force on an atom = 4.70 eV/Å
Relative energy (zero: lowest compared OMol25 entry of this formula, charge and spin) = 11.4 kcal/mol
LUMO energy (alpha / beta) = 0.999 / 1.495 eV
<S²> = 6.2203
Charge = -1

Last column: Mulliken spin population.
Atoms and positions in Å:
1 Mn 2.0986 -0.1792 1.7669  4.156
2 C -2.3156 -0.4422 -3.6045  0.000
3 C -2.3135 -0.2801 -2.1101  -0.001
4 C -3.7689 -0.2189 -1.6080  0.000
5 O -1.6684 0.9321 -1.6731  0.001
6 C -0.8254 0.6044 -0.5364  0.019
7 C -0.4913 -0.8558 -0.6780  0.025
8 O -1.5685 -1.3804 -1.5215  0.001
9 C -0.2880 -1.7593 0.6678  -0.008
10 O 1.0655 -1.6952 1.0338  0.056
11 C -1.2802 -1.4117 1.8139  -0.011
12 C -0.7446 -1.1763 3.1013  0.002
13 C -1.5397 -0.5326 4.0561  -0.002
14 C -2.8499 -0.0903 3.6946  0.000
15 C -3.4026 -0.4912 2.4982  0.001
16 C -2.6500 -1.2472 1.6056  -0.001
17 C -0.5657 -3.2355 0.2696  -0.004
18 C 0.5223 -3.9678 -0.2415  0.004
19 C 0.4959 -5.3296 -0.4598  0.000
20 C -0.6678 -6.0465 -0.2792  0.000
21 C -1.8250 -5.3280 0.0570  0.000
22 C -1.7735 -3.9820 0.3168  -0.001
23 C 0.3446 1.6519 -0.4276  -0.044
24 O 1.1050 1.2391 0.6468  0.031
25 C -0.4739 2.9149 0.0181  -0.007
26 C -0.9992 3.8342 -0.9560  -0.001
27 C -1.7305 4.9331 -0.5180  0.000
28 C -2.0147 5.0938 0.8351  0.000
29 C -1.6514 4.1123 1.7425  -0.002
30 C -0.8032 3.0522 1.3742  0.006
31 C 1.1927 1.8598 -1.7545  0.002
32 C 0.9936 1.2158 -2.9726  0.001
33 C 1.9955 1.2093 -3.9764  0.000
34 C 3.1628 1.9491 -3.7588  0.000
35 C 3.2915 2.7775 -2.6683  0.001
36 C 2.3105 2.7553 -1.6701  0.000
37 H -2.6908 0.5124 -4.1075  0.000
38 H -2.9411 -1.3236 -3.8784  0.000
39 H -1.3013 -0.7131 -3.9411  0.000
40 H -4.3925 0.4313 -2.2424  0.000
41 H -3.8707 0.1891 -0.5877  0.000
42 H -4.2022 -1.2452 -1.5422  0.000
43 H -1.3820 0.7952 0.3656  -0.002
44 H 0.4757 -0.9994 -1.1623  -0.007
45 H 0.2530 -1.4703 3.4291  0.003
46 H -1.0962 -0.3329 4.9876  0.000
47 H -3.4764 0.5186 4.3067  0.000
48 H -4.4346 -0.2106 2.3421  0.000
49 H -3.1090 -1.6654 0.6878  0.000
50 H 1.4583 -3.4499 -0.4011  -0.002
51 H 1.4232 -5.8607 -0.7292  0.000
52 H -0.7046 -7.1382 -0.3389  0.000
53 H -2.7242 -5.8615 0.2259  0.000
54 H -2.7119 -3.5180 0.6420  0.000
55 H -0.8446 3.5956 -2.0111  0.000
56 H -2.0524 5.7477 -1.2109  0.000
57 H -2.5868 6.0031 1.0647  0.000
58 H -1.9088 4.1553 2.7943  0.000
59 H -0.3212 2.4744 2.1605  0.003
60 H 0.0407 0.6743 -3.1689  0.000
61 H 1.9040 0.6226 -4.8788  0.000
62 H 3.9788 1.8832 -4.5044  0.000
63 H 4.1495 3.4710 -2.5870  0.000
64 H 2.3749 3.3772 -0.7764  0.000
65 Cl 7.3402 -1.5605 0.6943  0.001
66 C 6.3678 -0.4767 -0.3622  -0.004
67 Cl 7.2404 0.9863 -0.4552  0.001
68 Cl 5.9882 -1.2016 -1.9164  0.001
69 C 5.0154 -0.2464 0.2726  0.013
70 N 3.9127 -0.2102 0.6791  0.042
71 O 2.4218 -1.0227 3.8121  -0.020
72 S 2.9145 0.1660 4.6589  0.016
73 O 1.8585 0.6846 5.4597  0.000
74 O 4.2938 0.1788 5.1469  0.000
75 S 2.9729 1.5556 2.9880  -0.270